1.
Here is a molecular structure, C3H4I2 at a distorted geometry from the Open Molecules 2025 dataset. Energies are from ωB97M-V with the def2-TZVPD basis set.

Geometry (Å):
H  0.996  0.878  0.808
H  0.689  -1.730  -0.471
I  -1.097  1.273  -2.164
I  -1.760  1.775  1.248
C  0.547  0.205  0.223
H  -1.856  -0.874  -0.177
H  2.172  -1.118  0.641
C  -0.841  0.549  -0.249
C  1.150  -0.958  0.140

Properties
ΔE to the lowest compared entry with this formula, charge and spin (eV): 2.765
Multiplicity: 1
Frontier orbital gap (eV): 8.74
LUMO energy (eV): -0.455

2.
Here is 2 unconnected molecules or ions with the total composition C5H8ClNS at a distorted geometry from the Open Molecules 2025 dataset. Energies are from ωB97M-V with the def2-TZVPD basis set.

Geometry (Å):
H  2.116  0.390  -2.134
C  -2.935  0.435  1.655
H  -2.425  0.914  2.489
S  0.397  2.853  -0.094
H  -0.427  -1.209  0.281
Cl  -2.827  -0.619  -0.830
H  0.830  -1.656  -0.874
C  -2.209  0.104  0.593
C  0.663  -1.089  0.057
C  2.343  0.024  -1.165
N  1.206  0.231  -0.246
H  -4.036  0.341  1.473
H  1.104  -1.591  0.812
C  0.487  1.244  -0.036
H  2.630  -0.992  -1.210
H  3.083  0.621  -0.772

Properties
ΔE to the lowest compared entry with this formula, charge and spin (eV): 5.339
Multiplicity: 1
Frontier orbital gap (spin up / spin down) (eV): 8.87 / 6.41
LUMO energy (spin up / spin down) (eV): 0.015 / -0.718

3.
Here is a molecular structure, C19H20AsClN3O5SV at a distorted geometry from the Open Molecules 2025 dataset. Energies are from ωB97M-V with the def2-TZVPD basis set.

Geometry (Å):
H  -2.984  1.523  5.602
H  -2.635  0.273  -0.978
H  -0.816  2.639  5.231
H  4.388  1.945  -0.777
H  -0.967  -4.990  -2.609
O  -0.601  -0.918  0.250
Cl  2.703  -3.004  -0.565
C  1.584  0.951  0.829
C  -2.874  1.917  -2.335
C  2.383  1.496  -0.183
C  -0.578  1.860  3.252
H  0.252  -2.794  -5.065
As  -0.269  0.822  0.635
S  -0.174  -1.480  -2.711
H  -3.790  1.531  -2.761
C  -1.171  3.628  -2.252
H  5.392  1.027  1.281
V  0.692  -1.760  -0.515
C  2.146  0.405  1.989
C  -0.521  2.945  -1.236
O  2.265  -2.560  0.799
H  1.523  -0.036  2.756
N  -0.909  -4.015  -2.346
H  3.973  0.013  3.029
C  4.318  1.000  1.151
H  -2.848  3.660  -3.581
O  3.897  -3.732  -0.613
C  -2.231  1.213  -1.328
C  3.756  1.521  -0.008
H  -3.985  0.110  3.844
H  -2.115  -3.341  -0.912
C  -1.054  1.735  -0.793
N  -0.125  -3.478  -4.428
H  -0.765  4.562  -2.616
H  1.947  1.887  -1.090
H  -1.006  -4.480  -0.419
H  0.370  3.364  -0.790
H  0.367  2.359  3.084
H  -2.815  -0.201  1.694
C  -2.466  1.391  4.662
C  -3.033  0.594  3.672
C  3.522  0.434  2.140
C  -2.379  0.422  2.464
C  -1.248  2.021  4.455
C  -0.393  -3.120  -3.183
C  -2.341  3.116  -2.794
H  -0.257  -4.418  -4.771
O  1.497  -3.706  -1.076
O  2.680  -1.724  -1.351
N  -1.154  -3.663  -1.001
C  -1.153  1.057  2.269

Properties
Expectation value of S²: 2.016
ΔE to the lowest compared entry with this formula, charge and spin (eV): 1.989
Net charge: +2
Multiplicity: 3
Frontier orbital gap (spin up / spin down) (eV): 7.91 / 8.55
LUMO energy (spin up / spin down) (eV): -7.061 / -6.434

4.
Here is a molecular structure, C16H51AsF6N3O10 at a distorted geometry from the Open Molecules 2025 dataset. Energies are from ωB97M-V with the def2-TZVPD basis set.

Geometry (Å):
H  -0.945  -0.499  3.892
H  2.525  2.888  -1.290
O  3.466  -3.523  2.574
H  1.464  6.815  3.590
H  2.206  -2.574  -2.487
H  -1.097  1.990  1.306
H  -3.006  -4.710  -0.778
H  -4.427  -1.331  2.604
H  1.894  -4.567  -4.048
H  -0.014  2.254  0.234
C  1.788  3.375  -3.375
H  1.253  3.610  3.461
C  -0.069  3.796  1.746
O  -4.683  0.412  3.552
H  -1.229  -1.263  1.000
As  2.022  -0.099  0.329
H  -5.285  1.342  5.239
C  0.617  2.994  2.824
N  -0.633  2.763  0.849
H  1.211  2.126  2.538
H  -2.745  -2.880  -4.549
H  1.481  4.473  0.265
C  1.794  -4.670  -2.967
C  -2.508  -0.329  2.502
H  -0.979  4.227  2.164
H  -3.922  -1.842  -2.488
C  -3.834  -0.678  3.245
H  3.907  -3.017  -3.765
C  -1.923  -1.571  1.782
H  -0.088  5.992  3.444
H  -2.798  0.671  -2.224
H  1.351  -3.461  0.469
H  -4.606  -0.033  5.772
H  -0.042  -5.116  -3.140
H  4.436  1.422  0.239
H  -2.698  0.343  1.664
H  0.210  5.511  0.292
H  0.410  7.418  2.575
H  -3.855  -4.259  -4.159
H  4.828  1.840  -1.162
F  3.272  -0.103  -0.954
C  -4.476  0.671  4.950
O  4.018  2.798  -2.726
N  -1.423  0.197  3.338
H  3.007  4.445  -1.873
H  -4.317  -4.200  -1.347
H  0.860  3.315  -2.807
C  0.742  4.848  0.974
H  -3.147  -2.027  -0.998
C  -2.619  -3.537  -2.494
C  -2.879  -3.805  -3.989
H  2.015  2.442  -3.891
O  5.187  1.695  -0.287
C  -2.948  -2.092  -2.068
H  2.065  -5.673  -2.639
H  -1.550  -3.659  -2.320
H  4.435  3.294  -3.435
O  1.450  5.629  2.034
F  1.008  1.175  -0.518
H  -0.202  2.691  3.477
H  2.985  -4.325  2.371
C  0.737  6.424  2.878
H  3.188  -2.899  1.904
C  2.868  3.410  -2.184
N  -3.411  -4.500  -1.679
H  -2.273  -4.562  -4.487
H  -2.680  -2.219  1.340
O  4.020  -3.375  -2.882
O  0.463  -4.376  -2.793
H  -1.843  0.004  -0.846
C  -1.925  0.087  -1.930
H  0.682  -4.682  1.064
H  2.748  4.363  -4.670
F  2.979  1.087  1.202
F  1.032  -1.301  -0.623
H  2.756  -3.648  -1.270
H  -0.673  0.523  2.745
F  0.793  -0.126  1.671
H  -1.035  0.539  -2.367
F  2.872  -1.522  1.051
H  -3.560  -1.443  3.972
O  -1.865  -1.224  -2.555
H  -3.611  1.320  5.081
C  2.715  -3.528  -2.353
O  1.540  -4.281  0.926
O  1.889  4.443  -4.247
H  -1.367  -2.133  2.532

Properties
Expectation value of S²: 0.754
Multiplicity: 2
Frontier orbital gap (spin up / spin down) (eV): 8.90 / 3.99
LUMO energy (spin up / spin down) (eV): -0.434 / -5.344

5.
Here is a single C4H7N molecule at a distorted geometry from the Open Molecules 2025 dataset. Energies are from ωB97M-V with the def2-TZVPD basis set.

Geometry (Å):
H  1.917  1.758  0.546
H  1.574  -0.674  -1.080
H  -1.776  0.135  -0.504
H  0.085  -2.763  -0.049
H  -1.123  -1.685  -0.997
C  -0.155  -1.893  -0.594
C  0.627  -0.805  -0.572
C  0.127  0.500  0.067
C  0.931  1.397  0.746
H  0.577  1.972  1.608
H  -1.495  1.522  0.511
N  -1.289  0.534  0.317

Properties
ΔE to the lowest compared entry with this formula, charge and spin (eV): 3.616
Multiplicity: 1
Frontier orbital gap (eV): 8.18
SMILES: C=CC(=C)N
LUMO energy (eV): 0.264

6.
Here is a single C5H9NO molecule from the Open Molecules 2025 dataset. Energies are from ωB97M-V with the def2-TZVPD basis set.

Geometry (Å):
H  1.819  -0.827  -0.812
C  0.427  -0.437  0.830
C  -1.471  0.081  -1.329
O  -0.734  2.527  0.001
H  1.606  1.455  1.070
C  1.584  -1.188  0.193
H  -2.012  1.039  -1.423
C  -0.940  0.038  0.127
H  -1.766  -0.281  0.772
H  1.391  -2.265  0.160
H  0.210  -0.927  1.793
N  0.706  0.993  1.072
C  -0.397  1.439  0.399
H  -0.710  0.114  -2.114
H  -2.193  -0.704  -1.556
H  2.481  -1.056  0.817

Properties
ΔE to the lowest compared entry with this formula, charge and spin (eV): 1.221
Multiplicity: 1
Frontier orbital gap (eV): 10.55
SMILES: C[C@@H]1C(=O)N[C@@H]1C
LUMO energy (eV): 0.895